This record from the Open Molecules 2025 dataset describes a 7-piece molecular cluster, C7H29NO6 overall in a non-equilibrium geometry. The level of theory is the ωB97M-V functional and the def2-TZVPD basis.

Computed properties:
E   -789.9698 Eh
LUMO level (spin up / spin down)   -0.0968 / -0.2731 hartree
Relative energy (zero: lowest compared OMol25 entry of this formula, charge and spin)   4.0 kcal/mol
Spin multiplicity   2
HOMO level (spin up / spin down)   -0.4893 / -0.4893 Eh
Net charge   +1

Each line ends with the Löwdin spin population.
Atoms and positions in Å:
C (-1.0409, 0.5271, 1.9284)  0.029
C (-1.4997, 0.6222, 3.3794)  0.003
C (-1.4065, -0.8621, 1.3292)  0.059
N (-0.8658, -0.9438, -0.0586)  0.646
C (0.5218, -1.4227, 0.0378)  0.054
C (-2.0273, -3.1318, -0.4475)  0.054
C (-1.6244, -1.7526, -1.0327)  0.054
C (-2.8551, -0.9784, -1.5332)  0.016
H (-1.4032, 1.2851, 1.2412)  0.000
H (0.0415, 0.6047, 1.8471)  0.000
H (-0.7214, 0.2863, 4.0610)  0.001
H (-1.6855, 1.6636, 3.6157)  0.001
H (-2.4797, 0.1634, 3.5037)  0.000
H (-0.8779, -1.5772, 1.9439)  0.022
H (-2.4682, -1.0722, 1.2722)  0.001
H (0.5675, -2.5006, 0.2006)  0.026
H (1.0883, -0.7780, 0.7008)  0.002
H (1.0678, -1.2213, -0.8920)  0.007
H (-1.1858, -3.8060, -0.5978)  0.004
H (-2.9075, -3.4331, -1.0047)  0.004
H (-2.2806, -3.0929, 0.6047)  0.002
H (-0.9743, -1.9209, -1.8820)  0.000
H (-2.5839, -0.0149, -1.9404)  0.000
H (-3.5752, -0.8939, -0.7181)  0.000
H (-3.3516, -1.5773, -2.2927)  0.000
H (3.1054, 2.2109, -1.3005)  0.000
H (3.6945, 2.8499, -0.0727)  0.000
O (3.9543, 2.4526, -0.9092)  0.000
H (3.5720, -0.5657, -2.0253)  0.000
H (2.9378, -1.5866, -3.0049)  0.000
O (2.9069, -0.6624, -2.7336)  0.001
H (-0.4691, 0.3392, -2.1583)  0.001
H (0.9967, -0.0596, -2.6866)  0.000
O (0.4005, 0.6547, -2.4014)  0.010
H (1.1422, 2.8111, 0.4121)  0.000
H (0.5185, 2.2241, -0.8110)  0.000
O (1.3361, 2.6695, -0.5269)  0.000
H (3.8233, -0.0749, 0.8209)  0.000
H (4.7272, 0.9700, 0.0991)  0.000
O (4.6981, 0.0604, 0.4537)  0.000
H (-1.2843, 3.9430, 0.4451)  0.000
H (-0.6990, 4.0689, 1.9540)  0.000
O (-0.8338, 3.5224, 1.1790)  0.001

---

This record from the Open Molecules 2025 dataset describes C7H10N3O4S as an isolated structure in a non-equilibrium geometry. The level of theory is the ωB97M-V functional and the def2-TZVPD basis.

Computed properties:
E   -1136.0767 Eh
LUMO level   0.1245 hartree
Relative energy (zero: lowest compared OMol25 entry of this formula, charge and spin)   7.7 kcal/mol
HOMO level   -0.1734 Eh
Net charge   -1

Each line ends with the Löwdin charge.
Atoms and positions in Å:
C (-0.1113, 0.7593, 3.0416)  -0.244
C (-0.3860, 0.1977, 1.8212)  -0.114
C (0.9700, 1.7980, 1.6161)  -0.173
C (-1.2027, -1.9014, -1.1122)  -0.517
C (-2.4809, 0.2437, -1.2219)  -0.054
C (2.3036, -1.1723, -0.1209)  -0.085
C (-1.3225, -0.5959, -1.7175)  -0.187
N (0.6689, 1.8039, 2.9088)  0.038
N (0.2922, 0.8839, 0.8735)  -0.216
N (0.1562, 0.6266, -0.4168)  -0.180
O (-1.8850, -1.9346, -2.2561)  0.079
O (-0.7517, -2.6345, -0.3105)  0.135
O (2.5710, 1.4828, -0.6101)  -0.384
O (1.5964, 0.1186, -2.3326)  -0.333
S (1.6188, 0.4088, -0.9792)  0.521
H (-0.4192, 0.4287, 4.0729)  0.100
H (-1.2084, -0.5069, 1.5388)  0.120
H (1.5836, 2.3875, 1.0208)  0.080
H (-2.1583, 1.2683, -0.9719)  0.082
H (-3.2078, 0.3899, -1.9700)  0.056
H (-3.0042, 0.0006, -0.3047)  0.078
H (1.6157, -1.1391, 0.6949)  0.011
H (2.1322, -1.9548, -0.8859)  0.054
H (3.3203, -0.8029, 0.0420)  0.041
H (-0.6908, -0.1563, -2.4201)  0.094

---

This record from the Open Molecules 2025 dataset describes FH14O7Y as an isolated structure in a non-equilibrium geometry. The level of theory is the ωB97M-V functional and the def2-TZVPD basis.

Computed properties:
E   -672.9301 Eh
LUMO level   -0.2544 hartree
Relative energy (zero: lowest compared OMol25 entry of this formula, charge and spin)   0.0 kcal/mol
HOMO level   -0.6734 Eh
Net charge   +2

Each line ends with the Löwdin charge.
Atoms and positions in Å:
Y (-12.1642, 0.4122, -5.7289)  1.560
F (-10.0391, 0.4171, -5.6207)  -0.489
O (-14.0562, 0.1215, -7.1677)  -0.088
H (-14.9777, 0.3483, -6.9382)  0.112
H (-14.1480, -0.3226, -8.0353)  0.123
O (-11.3917, -1.3996, -4.0292)  -0.050
H (-10.4486, -1.6382, -3.9900)  0.113
H (-11.7117, -1.4434, -3.1731)  0.029
O (-13.8611, -0.0908, -4.2206)  -0.073
H (-13.5623, -0.1408, -3.3102)  0.083
H (-14.6721, -0.6055, -4.3151)  0.118
O (-11.6788, 1.5973, -3.6796)  -0.079
H (-12.2523, 2.0373, -3.0500)  0.093
H (-11.0190, 1.0985, -3.1349)  0.117
O (-11.8587, -1.6033, -6.8507)  -0.088
H (-12.2132, -2.5085, -6.8138)  0.119
H (-11.0603, -1.6862, -7.4142)  0.122
O (-13.4489, 2.3500, -5.7305)  -0.064
H (-13.3385, 3.1524, -5.2044)  0.117
H (-14.2117, 2.4615, -6.2837)  0.083
O (-11.6826, 1.3423, -7.8532)  -0.102
H (-10.9252, 1.9284, -8.0533)  0.120
H (-12.0613, 1.1456, -8.7547)  0.126

---

This record from the Open Molecules 2025 dataset describes C20H18BrN4ORuS4 as an isolated structure in a non-equilibrium geometry. The level of theory is the ωB97M-V functional and the def2-TZVPD basis.

Computed properties:
E   -5328.9096 Eh
LUMO level (spin up / spin down)   -0.0125 / -0.0278 hartree
Relative energy (zero: lowest compared OMol25 entry of this formula, charge and spin)   23.8 kcal/mol
Spin multiplicity   2
HOMO level (spin up / spin down)   -0.2502 / -0.2572 Eh
Net charge   0

Each line ends with the Löwdin spin population.
Atoms and positions in Å:
Ru (-0.0684, -0.3232, -0.0097)  0.016
C (-0.7444, 3.8168, -0.7597)  0.000
C (-0.5200, 2.3425, -0.8016)  0.001
N (-0.2331, 1.6170, 0.2306)  0.000
N (-0.1284, 2.1624, 1.4758)  0.001
C (-0.0034, 1.1797, 2.3650)  0.002
O (-0.0628, -0.0673, 2.1190)  0.010
C (0.2209, 1.5873, 3.7808)  0.001
C (0.3447, 0.5973, 4.7496)  0.002
C (0.5834, 0.9437, 6.0711)  0.000
C (0.7023, 2.2797, 6.4280)  0.000
C (0.5832, 3.2703, 5.4612)  0.000
C (0.3437, 2.9265, 4.1403)  0.000
C (-0.6020, 1.5788, -2.0543)  0.001
C (-0.8546, 2.1785, -3.2809)  0.000
C (-0.8761, 1.4052, -4.4291)  0.000
C (-0.6389, 0.0453, -4.3279)  0.000
C (-0.4142, -0.4949, -3.0734)  0.000
N (-0.4167, 0.2359, -1.9593)  0.000
H (-0.6078, 4.1675, 0.2588)  0.000
H (-1.7544, 4.0749, -1.0884)  0.000
H (-0.0375, 4.3356, -1.4112)  0.000
H (0.2611, -0.4380, 4.4475)  0.001
H (0.6807, 0.1703, 6.8223)  0.000
H (0.8935, 2.5502, 7.4591)  0.000
H (0.6804, 4.3123, 5.7384)  0.000
H (0.2549, 3.6844, 3.3747)  0.000
H (-1.0231, 3.2448, -3.3256)  0.000
H (-1.0662, 1.8621, -5.3913)  0.000
H (-0.6175, -0.5935, -5.1991)  0.000
H (-0.2263, -1.5527, -2.9437)  0.000
C (0.9586, -5.6866, -1.5890)  0.000
C (-0.0413, -4.6257, -1.2246)  0.000
C (-1.4129, -4.8416, -1.2777)  0.000
C (-2.2967, -3.8343, -0.9171)  0.000
C (-1.7485, -2.6378, -0.5119)  0.000
Br (-2.8172, -1.1490, 0.0040)  0.002
N (-0.4476, -2.3965, -0.4536)  0.001
C (0.3928, -3.3735, -0.8057)  0.002
H (0.4623, -6.5921, -1.9341)  0.000
H (1.5770, -5.9433, -0.7280)  0.000
H (1.6272, -5.3403, -2.3777)  0.000
H (-1.7976, -5.8006, -1.6027)  0.000
H (-3.3677, -3.9686, -0.9472)  0.000
H (1.4445, -3.1197, -0.7379)  0.004
S (2.0504, -2.3614, 1.9029)  0.485
S (3.2776, -0.9782, 2.4098)  0.375
S (3.0887, 0.6316, 1.0398)  0.082
S (2.1052, -0.1107, -0.5764)  0.013

---

This record from the Open Molecules 2025 dataset describes a 4-piece molecular cluster, C2H13NO4 overall. The level of theory is the ωB97M-V functional and the def2-TZVPD basis.

Computed properties:
E   -439.6910 Eh
LUMO level   0.0151 hartree
Relative energy (zero: lowest compared OMol25 entry of this formula, charge and spin)   20.0 kcal/mol
HOMO level   -0.3333 Eh
Structure (SMILES)   CNCO.O.O.O
Net charge   0

Each line ends with the Löwdin charge.
Atoms and positions in Å:
C (-0.4791, 0.8259, -0.8834)  -0.111
N (-0.1550, 0.2579, -2.2015)  -0.107
C (0.1910, -1.1169, -2.2216)  -0.298
O (1.5749, -1.4442, -1.9410)  -0.082
H (-1.3115, 0.2531, -0.4810)  0.082
H (-0.7150, 1.8737, -1.0211)  0.081
H (0.3377, 0.7414, -0.1561)  0.055
H (0.4757, 0.8405, -2.7312)  0.107
H (-0.4498, -1.6693, -1.5323)  0.120
H (0.0511, -1.4978, -3.2221)  0.108
H (1.9799, -0.6960, -1.4932)  0.054
H (-1.0561, -0.3048, 3.3800)  0.055
H (-0.0660, -0.8141, 2.3429)  0.004
O (-0.9215, -0.3859, 2.4295)  -0.056
H (2.1180, -1.8779, 1.0264)  0.056
H (2.0080, -0.3080, 1.0153)  0.036
O (1.7089, -1.1131, 1.4395)  -0.042
H (-2.2625, 2.5784, 2.5333)  0.026
H (-1.3260, 1.4889, 1.9317)  -0.018
O (-1.7026, 2.3681, 1.7858)  -0.071

---

This record from the Open Molecules 2025 dataset describes the molecule C5H9N. The level of theory is the ωB97M-V functional and the def2-TZVPD basis.

Computed properties:
E   -250.6636 Eh
LUMO level   0.0325 hartree
Relative energy (zero: lowest compared OMol25 entry of this formula, charge and spin)   2.1 kcal/mol
HOMO level   -0.4209 Eh
Structure (SMILES)   CC(C)CC#N
Net charge   0

Each line ends with the Löwdin charge.
Atoms and positions in Å:
C (-0.5627, 1.4187, -0.2929)  -0.081
C (-0.4460, 0.0570, 0.4065)  -0.422
C (-0.8351, -1.1113, -0.5392)  -0.078
C (0.9709, -0.1609, 0.9805)  -0.169
C (1.9216, -0.3152, -0.1209)  -0.242
N (2.5161, -0.4672, -1.0988)  0.154
H (-0.2835, 2.2421, 0.3759)  0.079
H (-1.5886, 1.5977, -0.6338)  0.080
H (0.0920, 1.4595, -1.1719)  0.080
H (-1.1095, 0.0637, 1.2836)  0.131
H (-0.4647, -0.9498, -1.5537)  0.075
H (-1.9237, -1.1922, -0.6290)  0.077
H (-0.4188, -2.0827, -0.2506)  0.079
H (1.0020, -1.0778, 1.5774)  0.121
H (1.2813, 0.6704, 1.6199)  0.119